Here is a 8-piece molecular cluster, C5H26N10O8 overall from OMol25. Energies are from ωB97M-V/def2-TZVPD.

Structure (XYZ):
```
49
Properties=species:S:1:pos:R:3:forces:R:3:lowdin_charge:R:1
N 0.196 -0.904 -1.668 -0.263 0.637 0.726 0.166
C 1.003 -0.388 -0.687 1.462 -2.187 -0.592 -0.625
N 2.309 -0.330 -1.119 -0.353 0.824 0.437 0.159
O 0.663 -0.262 0.478 0.046 0.860 -0.096 0.012
H -0.766 -0.875 -1.370 -0.215 -0.019 -0.640 0.078
H 0.482 -0.716 -2.617 -0.718 0.064 -0.102 0.058
H 2.555 -0.887 -1.922 0.247 -0.101 0.078 0.061
H 2.984 -0.258 -0.376 0.117 -0.010 -0.066 0.062
N 1.443 1.998 2.626 0.096 0.188 0.115 0.170
C 2.738 1.664 2.429 1.071 0.278 0.768 -0.689
N 3.187 1.715 1.138 -1.191 -0.074 -0.215 0.145
O 3.488 1.428 3.369 0.054 -0.309 -0.171 0.004
H 1.171 1.871 3.585 -0.436 -0.054 -0.141 0.104
H 0.746 1.958 1.904 -0.054 -0.248 0.127 0.062
H 2.513 2.109 0.504 0.533 -0.048 -0.568 0.092
H 4.148 1.582 0.903 0.082 0.254 0.149 0.092
N -3.838 -2.314 -2.528 0.353 0.763 -0.379 0.143
C -3.353 -2.321 -1.231 -0.632 -2.166 0.916 -0.661
N -2.110 -2.886 -1.113 -0.091 1.047 -0.713 0.143
O -4.036 -2.154 -0.236 -0.158 0.539 -0.038 0.029
H -4.812 -2.077 -2.627 0.038 0.338 0.270 0.102
H -3.243 -1.814 -3.175 -0.136 -0.212 -0.257 0.094
H -1.859 -3.289 -0.232 0.296 0.105 0.011 0.110
H -1.559 -2.973 -1.947 0.311 -0.534 0.276 0.092
N -1.650 2.222 0.077 0.066 0.107 -0.415 0.158
C -2.371 3.276 0.569 -0.541 0.314 0.769 -0.690
N -2.397 3.285 1.936 0.372 -0.269 -0.896 0.161
O -2.949 4.094 -0.126 0.208 0.017 -0.286 0.011
H -1.241 1.540 0.695 0.155 -0.084 -0.244 0.043
H -1.385 2.305 -0.887 0.075 -0.284 -0.019 0.095
H -1.901 2.510 2.358 -0.377 0.339 0.914 0.039
H -2.998 3.940 2.394 0.021 -0.086 0.196 0.101
N -3.239 -0.266 3.336 -0.639 0.567 0.745 0.178
C -2.074 -0.024 2.706 0.230 -0.440 -0.270 -0.665
N -1.752 -0.831 1.674 1.001 -0.391 -0.335 0.175
O -1.319 0.882 3.086 -0.024 -0.098 -0.024 -0.028
H -3.463 0.397 4.057 -0.122 -0.044 -0.034 0.108
H -3.921 -0.968 3.121 0.237 -0.135 -0.337 0.105
H -0.764 -0.859 1.404 -0.615 0.424 -0.050 0.065
H -2.377 -1.410 1.140 -0.585 0.027 0.368 0.055
O 4.172 -2.085 -2.827 -0.011 0.034 0.046 -0.064
H 4.400 -2.939 -3.206 -0.044 -0.002 -0.056 0.044
H 4.658 -2.048 -1.992 0.006 0.046 0.138 0.001
O 0.519 0.049 -4.611 0.190 -0.050 0.098 -0.056
H 0.384 0.682 -5.322 -0.101 0.018 0.000 0.049
H 1.454 0.135 -4.392 0.061 0.031 -0.129 0.041
O 5.303 -1.462 -0.081 -0.085 0.108 -0.075 -0.042
H 5.748 -0.611 -0.034 0.101 -0.028 -0.002 0.051
H 5.113 -1.690 0.836 -0.039 -0.055 0.006 0.061
```
Positions in Å, forces in eV/Å.

Values from the calculation:
- Largest force on an atom: 2.7 eV/A
- Orbital gap: 9.21 eV
- Relative energy (zero: lowest compared OMol25 entry of this formula, charge and spin): 20.4 kcal per mole
- Energy: -36893.2960 eV
- Structure (SMILES): NC(N)=O.NC(N)=O.NC(N)=O.NC(N)=O.NC(N)=O.O.O.O
- 2S+1: 1



Here is C4H5N3O in the gas phase from OMol25. Energies are from ωB97M-V/def2-TZVPD.

Structure (XYZ):
```
13
Properties=species:S:1:pos:R:3:forces:R:3:lowdin_charge:R:1
N 1.079 1.172 0.145 -1.976 0.929 -0.695 0.067
C 1.728 -0.362 -0.333 0.924 -1.949 -0.892 -0.137
C -0.154 0.954 0.605 1.787 0.115 0.623 -0.506
C -0.437 -0.805 -0.847 -3.385 -0.761 0.889 -0.171
N -0.576 1.417 1.822 -0.418 0.456 -0.076 0.138
C -0.867 -1.823 -1.574 1.061 0.318 -0.338 0.035
N -0.886 -0.038 0.086 1.469 -0.290 -0.411 0.132
O 1.753 -0.669 -1.472 0.352 1.250 0.971 0.021
H 1.660 1.817 0.667 0.056 -0.376 0.211 0.098
H 0.060 1.941 2.398 -0.016 -0.053 -0.160 0.094
H -1.248 0.847 2.309 -0.035 0.069 -0.130 0.098
H -1.920 -1.898 -1.821 0.084 0.289 0.017 0.072
H -0.192 -2.554 -1.986 0.098 0.003 -0.008 0.059
```
Positions in Å, forces in eV/Å.

Values from the calculation:
- Largest force on an atom: 3.6 eV/A
- Orbital gap (spin up / spin down): 8.04 / 8.04 eV
- Relative energy (zero: lowest compared OMol25 entry of this formula, charge and spin): 120.8 kcal per mole
- Energy: -10742.3777 eV
- 2S+1: 1



Here is a 2-piece molecular cluster, C9H16N3O overall from OMol25. Energies are from ωB97M-V/def2-TZVPD.

Structure (XYZ):
```
29
Properties=species:S:1:pos:R:3:forces:R:3:mulliken_spin:R:1
C 1.409 0.180 1.198 4.922 2.419 1.502 0.683
C 0.095 1.931 0.614 2.880 3.332 0.233 0.438
C -0.506 0.770 0.383 0.747 -6.664 -0.593 0.321
C -1.234 2.703 0.442 1.690 -0.705 -0.371 -0.031
C 1.524 1.619 1.168 -1.764 3.393 -0.502 0.020
C -1.832 1.325 0.021 -1.200 -0.388 0.371 0.074
C -0.041 -3.232 -0.984 -0.354 1.086 0.014 -0.002
C 2.742 2.357 0.618 -0.849 -2.742 -1.936 0.062
C -0.180 -2.295 -2.213 -1.484 -0.876 -0.218 0.004
N 0.316 -0.307 0.747 -7.600 -1.171 -2.413 0.232
N -2.885 0.728 0.774 0.020 1.045 3.407 0.003
N -0.217 -4.540 -1.208 1.700 0.292 6.709 0.001
O 0.103 -2.769 0.178 0.089 -1.469 -1.499 0.001
H 2.266 -0.385 1.274 1.570 -1.509 0.278 0.030
H -1.490 2.987 1.434 -0.770 0.713 0.819 0.037
H -1.329 3.485 -0.292 0.121 0.466 -0.047 0.030
H 1.452 2.045 2.137 0.172 0.357 1.738 0.111
H -2.131 1.298 -0.999 0.301 0.003 -1.200 0.025
H 2.625 3.358 0.685 -0.718 3.305 0.370 0.005
H 2.953 2.167 -0.451 0.178 -0.383 0.641 -0.007
H 3.508 2.121 1.284 1.799 -0.602 0.568 -0.008
H 0.043 -1.284 -1.898 -0.157 0.134 -0.092 -0.001
H -1.248 -2.401 -2.608 1.122 0.462 0.905 0.000
H 0.373 -2.531 -3.132 0.459 -0.274 0.662 0.000
H -3.763 1.303 0.737 1.108 -0.734 -0.038 0.005
H -2.486 0.856 1.793 -1.814 -0.712 -2.072 0.000
H -0.330 -4.891 -2.066 -0.383 -1.617 -3.775 0.000
H 0.038 -5.193 -0.359 -0.966 1.665 -2.524 0.000
H 0.224 -1.405 0.722 -0.820 1.173 -0.938 -0.034
```
Positions in Å, forces in eV/Å.

Values from the calculation:
- Charge: +1
- Largest force on an atom: 8.1 eV/A
- Orbital gap (spin up / spin down): 7.53 / 6.82 eV
- Relative energy (zero: lowest compared OMol25 entry of this formula, charge and spin): 15.8 kcal per mole
- Energy: -16098.2141 eV
- 2S+1: 3



Here is C36H96BrNaO12 as an isolated structure from OMol25. Energies are from ωB97M-V/def2-TZVPD.

Structure (XYZ):
```
146
Properties=species:S:1:pos:R:3:forces:R:3:lowdin_charge:R:1
Na 0.666 1.468 -0.030 -0.199 -0.068 0.109 0.261
Br -1.621 -0.484 -0.166 0.189 0.126 -0.111 0.208
C -4.200 3.548 -0.807 0.314 0.779 0.209 -0.032
C -4.356 3.218 0.671 -0.859 -0.554 0.446 -0.427
C -4.865 1.797 0.902 0.751 -0.750 -1.199 -0.046
O -3.055 3.397 1.261 0.032 -0.117 0.547 -0.085
H -3.591 2.797 -1.289 0.180 -0.200 -0.033 0.055
H -3.664 4.509 -0.907 -0.205 -0.238 0.028 0.080
H -5.110 3.630 -1.404 -0.197 -0.081 0.460 0.090
H -5.075 3.848 1.231 0.411 0.298 -0.556 0.142
H -5.853 1.604 0.493 -0.247 0.400 -0.060 0.085
H -4.883 1.530 1.931 -0.093 0.015 1.013 0.043
H -4.217 1.043 0.418 0.011 0.425 0.080 0.050
H -3.063 3.195 2.221 -0.435 0.169 -0.529 0.091
C -2.398 1.629 5.476 -0.700 -0.603 -0.358 -0.029
C -3.636 1.574 4.543 0.660 0.975 0.615 -0.490
C -4.847 1.002 5.188 -0.638 -1.348 -0.114 -0.062
O -3.911 2.910 4.122 -0.110 0.870 0.089 -0.080
H -2.272 0.662 5.976 0.270 0.128 -0.158 0.081
H -2.551 2.376 6.253 -0.257 0.087 0.170 0.074
H -1.501 1.935 4.947 0.089 -0.231 -0.179 0.071
H -3.477 1.017 3.630 0.489 -0.220 -0.185 0.108
H -4.623 -0.065 5.378 -0.367 0.490 0.396 0.086
H -5.711 1.016 4.524 0.172 -0.028 -0.392 0.082
H -5.210 1.543 6.053 0.406 0.010 0.637 0.080
H -4.083 3.426 4.935 0.127 -0.233 -0.727 0.106
C -0.188 2.035 -4.070 0.056 -0.866 -1.287 -0.047
C -1.168 2.709 -3.210 -0.245 1.840 1.268 -0.529
C -1.685 3.991 -3.860 0.067 0.057 0.608 -0.037
O -2.276 1.923 -2.860 -0.199 -1.031 0.329 -0.073
H 0.299 1.204 -3.616 0.350 -0.723 0.657 0.049
H 0.596 2.702 -4.401 0.090 0.290 -0.229 0.079
H -0.722 1.610 -4.929 0.166 0.238 -0.164 0.100
H -0.710 3.007 -2.245 0.216 0.003 -0.415 0.111
H -2.307 3.752 -4.744 0.281 0.391 0.488 0.099
H -0.837 4.629 -4.087 0.235 -0.081 -0.669 0.076
H -2.188 4.605 -3.100 -0.636 -0.407 -0.364 0.064
H -1.990 1.375 -2.103 -0.405 -0.072 -0.385 0.005
C -0.682 5.869 0.672 -0.052 0.513 -0.278 -0.042
C -0.360 4.748 -0.318 1.322 0.488 0.123 -0.484
C 1.122 4.775 -0.824 -1.150 0.230 0.147 -0.015
O -0.577 3.530 0.356 -0.006 -1.142 -0.072 -0.110
H -0.184 5.628 1.666 -0.671 0.565 -1.208 0.106
H -1.788 5.920 0.754 0.612 -0.153 0.468 0.076
H -0.392 6.865 0.252 0.086 -0.728 0.570 0.087
H -0.978 4.799 -1.207 -0.463 0.215 -0.136 0.102
H 1.394 5.767 -1.201 -0.099 -0.080 0.227 0.086
H 1.294 4.089 -1.655 -0.140 -0.236 0.060 0.059
H 1.760 4.506 0.001 0.426 -0.026 0.283 0.056
H -1.522 3.462 0.674 0.476 0.108 -0.362 0.061
C -5.162 -2.803 3.730 1.241 1.874 -1.020 -0.044
C -4.158 -2.615 2.534 -0.271 0.031 1.030 -0.476
C -4.845 -2.704 1.169 0.913 -0.096 -0.394 -0.054
O -3.503 -1.349 2.722 -0.052 -0.031 -0.125 -0.110
H -4.618 -2.721 4.681 -0.208 -0.033 -0.252 0.075
H -5.661 -3.735 3.665 -0.470 -0.970 -0.070 0.055
H -5.888 -1.982 3.640 0.022 -0.243 0.293 0.077
H -3.404 -3.412 2.680 -0.339 0.236 -0.510 0.101
H -4.100 -2.445 0.362 -0.675 -0.338 0.720 0.054
H -5.690 -1.991 1.052 0.376 -0.591 0.290 0.089
H -5.138 -3.764 1.042 -0.231 0.632 -0.231 0.085
H -2.951 -1.120 1.943 -0.432 -0.302 0.271 -0.027
C 5.141 -3.070 2.626 0.245 -0.690 -0.816 -0.040
C 5.170 -1.620 2.180 1.061 0.156 0.043 -0.471
C 6.231 -1.313 1.110 -0.459 -1.119 -0.904 -0.043
O 3.901 -1.089 1.798 0.258 -0.136 0.143 -0.072
H 6.108 -3.444 3.058 -0.761 0.695 -0.395 0.099
H 4.977 -3.635 1.685 -0.184 -0.216 0.757 0.074
H 4.342 -3.259 3.353 0.126 -0.008 -0.283 0.075
H 5.469 -1.036 3.018 0.147 0.659 0.923 0.112
H 5.968 -0.364 0.718 -0.411 0.846 -0.744 0.032
H 6.300 -2.056 0.258 -0.278 0.710 0.941 0.099
H 7.224 -1.120 1.464 0.620 -0.489 0.717 0.069
H 3.341 -1.805 1.477 -0.434 -0.690 -0.282 0.050
C 4.398 0.309 -1.469 -0.026 0.613 -0.991 -0.026
C 3.268 1.263 -1.821 -0.179 -0.028 1.093 -0.472
C 3.382 1.946 -3.133 0.668 -0.218 -1.125 -0.042
O 2.001 0.564 -1.719 0.562 -0.672 -0.873 -0.109
H 5.363 0.824 -1.545 -0.084 -0.141 -0.111 0.095
H 4.390 -0.566 -2.145 0.059 0.285 0.366 0.087
H 4.257 0.042 -0.451 -0.052 -0.686 0.789 0.035
H 3.201 2.036 -1.041 0.149 -0.200 0.022 0.125
H 3.289 1.202 -3.929 -0.116 0.040 -0.112 0.081
H 4.351 2.444 -3.303 -0.319 -0.093 0.355 0.098
H 2.586 2.660 -3.238 -0.337 0.411 -0.199 0.053
H 2.044 -0.168 -2.401 -0.499 0.799 0.722 0.082
C -0.822 -4.002 2.543 0.282 -0.654 -1.201 -0.053
C -0.168 -2.772 3.128 -1.581 0.420 0.976 -0.500
C 0.927 -3.065 4.143 -0.366 0.533 0.468 -0.031
O 0.293 -1.914 2.113 0.556 0.477 -0.692 -0.116
H -0.118 -4.608 1.960 0.345 0.248 0.044 0.080
H -1.629 -3.790 1.800 0.408 0.090 0.865 0.081
H -1.136 -4.688 3.315 -0.601 -0.008 0.331 0.078
H -0.925 -2.211 3.698 -0.227 -0.188 -0.200 0.130
H 1.832 -3.262 3.586 0.522 -0.130 0.248 0.060
H 0.637 -3.921 4.768 0.182 0.021 -0.368 0.084
H 1.032 -2.218 4.873 0.241 -0.563 -0.953 0.096
H -0.427 -1.604 1.514 0.218 -0.197 0.472 -0.056
C 1.226 -2.261 -6.189 0.107 1.814 0.136 -0.028
C 1.974 -2.229 -4.862 1.300 -0.691 0.141 -0.489
C 3.467 -1.866 -5.007 0.443 -1.394 0.925 -0.046
O 1.448 -1.277 -3.967 -0.692 0.484 0.079 -0.091
H 1.676 -1.416 -6.741 -0.346 -0.319 -0.259 0.085
H 0.163 -1.964 -6.050 0.538 -0.668 -0.092 0.075
H 1.366 -3.162 -6.771 -0.131 -0.238 0.075 0.078
H 1.950 -3.189 -4.356 -0.249 -0.542 -0.041 0.120
H 3.549 -0.849 -5.276 0.097 1.326 -0.287 0.051
H 4.090 -2.435 -5.711 -0.719 -0.138 -0.153 0.084
H 4.004 -2.027 -4.040 -0.593 0.311 -0.459 0.074
H 0.495 -1.505 -3.839 0.423 0.150 0.191 0.060
C -3.279 -2.942 -2.772 0.617 0.564 -1.187 -0.044
C -2.230 -2.499 -3.845 -1.637 -1.091 -0.373 -0.466
C -2.777 -1.326 -4.660 1.190 -0.152 -0.048 -0.041
O -1.000 -2.209 -3.240 0.297 0.375 0.614 -0.097
H -3.467 -2.091 -2.136 0.035 0.271 0.486 0.038
H -2.989 -3.800 -2.187 0.316 -0.238 0.176 0.075
H -4.218 -3.153 -3.260 -0.328 -0.221 -0.259 0.074
H -2.007 -3.329 -4.537 -0.256 0.127 0.218 0.139
H -2.078 -1.120 -5.477 0.372 0.533 0.439 0.069
H -2.962 -0.466 -4.014 0.107 0.157 -0.244 0.078
H -3.638 -1.564 -5.239 -1.181 -0.474 0.069 0.066
H -1.223 -1.839 -2.371 0.399 0.254 0.223 -0.011
C 3.535 -4.049 -0.966 -0.268 -0.550 -0.492 -0.044
C 2.311 -3.250 -0.578 0.077 -0.126 0.089 -0.476
C 1.074 -3.959 -1.042 -0.277 -0.917 1.623 -0.035
O 2.278 -3.178 0.839 1.083 -0.122 0.133 -0.077
H 3.531 -4.188 -2.050 -0.193 -0.270 -0.038 0.078
H 3.525 -5.046 -0.463 0.092 0.788 -0.338 0.104
H 4.457 -3.528 -0.802 0.586 0.305 0.611 0.051
H 2.352 -2.243 -1.003 0.092 0.155 -0.038 0.131
H 0.188 -3.578 -0.510 0.212 -0.212 -0.035 0.078
H 1.240 -5.037 -0.809 -0.558 0.600 -0.191 0.105
H 0.864 -3.826 -2.058 -0.102 0.095 -1.715 0.044
H 1.420 -2.855 1.133 -0.504 0.461 0.252 0.032
C 4.587 2.103 2.430 -0.444 -0.387 -0.873 -0.026
C 3.076 1.972 2.624 1.084 -0.278 -0.381 -0.472
C 2.392 3.283 2.862 0.370 -0.131 1.167 -0.030
O 2.512 1.366 1.467 -0.527 -0.179 -0.580 -0.085
H 5.071 2.682 3.199 0.106 0.201 0.358 0.075
H 4.710 2.603 1.457 0.437 -0.246 0.200 0.093
H 4.988 1.072 2.431 0.124 0.726 -0.281 0.063
H 3.002 1.200 3.370 -0.726 0.242 1.139 0.136
H 2.919 3.818 3.673 -0.575 -0.283 -0.014 0.095
H 1.340 3.119 3.064 -0.221 0.214 0.264 0.081
H 2.476 3.939 2.022 0.089 0.208 -0.852 0.058
H 2.730 0.424 1.553 0.216 -0.033 -0.257 0.070
```
Positions in Å, forces in eV/Å.

Values from the calculation:
- Largest force on an atom: 2.5 eV/A
- Orbital gap: 9.37 eV
- Energy: -137921.9855 eV
- 2S+1: 1



Question: What is the energy in the second record?
Answer: -10742.3777 eV